Computed, not measured: a single C5H14N2 molecule at a distorted geometry, with ωB97M-V with the def2-TZVPD basis set.

Geometry as XYZ:
```
21
Properties=species:S:1:pos:R:3:forces:R:3:lowdin_charge:R:1
C -1.293495 -1.011328 2.165734 0.865 0.578 0.700 -0.10
C -0.176121 -0.221921 1.467010 0.041 -0.789 -0.923 -0.22
C -0.292046 -0.331222 -0.088209 0.917 1.256 0.583 -0.36
C -0.852226 1.003232 -0.640701 -0.158 -0.263 0.031 -0.26
N -0.656650 1.176571 -2.067249 -1.263 0.213 1.014 0.00
N 0.980231 -0.665273 -0.756833 -0.945 -0.994 0.229 -0.10
C 2.173826 0.007885 -0.284135 -0.405 0.152 -0.074 -0.13
H -1.134857 -0.913362 3.245908 -0.397 -0.010 -0.048 0.07
H -2.319205 -0.744592 1.914210 0.100 0.065 -0.106 0.07
H -1.091129 -2.057455 1.942157 -0.369 -0.131 -0.126 0.07
H 0.752103 -0.692946 1.807027 -0.035 -0.124 -0.224 0.09
H 0.000454 0.825573 1.687802 -0.671 0.230 0.585 0.10
H -1.018399 -1.105959 -0.308105 0.063 -0.331 -0.299 0.13
H -0.418714 1.851372 -0.097903 0.123 -0.108 -0.117 0.10
H -1.920093 1.009283 -0.372437 0.041 0.092 -0.015 0.10
H -0.213848 2.046077 -2.285836 0.441 -0.391 -0.609 0.06
H -0.448904 0.317602 -2.538583 0.670 0.340 -0.353 0.06
H 1.046210 -1.674749 -0.666397 0.518 0.145 -0.106 0.10
H 2.997534 -0.322921 -0.908306 0.231 0.153 0.039 0.08
H 2.019300 1.079083 -0.405861 0.178 0.128 -0.200 0.08
H 2.424754 -0.136663 0.771722 0.055 -0.212 0.019 0.06
```
Forces are in eV/Å.

For the highest occupied orbital energy, the calculation gives -8.42 eV. Its SMILES is CC[C@@H](CN)NC. As for the total charge: 0. The value obtained for the total energy is -8391.4572 eV. The value obtained for the HOMO-LUMO gap is 9.504 eV. The energy relative to the best compared isomer or geometry (same formula, charge and spin) is 112.1 kJ/mol.

=====

Computed, not measured: C5H7NO as an isolated structure at a distorted geometry, with ωB97M-V with the def2-TZVPD basis set.

Geometry as XYZ:
```
14
Properties=species:S:1:pos:R:3:forces:R:3:lowdin_charge:R:1
C 0.649307 0.864111 1.731710 1.178 0.343 1.353 -0.06
C -0.606776 0.487210 1.469732 -0.391 1.334 0.852 0.00
C -0.780856 -1.656561 -1.399277 0.805 1.864 1.317 0.03
C 1.251266 0.405156 0.449100 -0.855 -0.711 -1.279 -0.09
C -0.236982 0.077341 0.079844 0.741 4.383 -1.108 -0.46
N -0.685269 -1.149011 -0.215831 -0.963 -3.871 -3.013 0.06
O -0.346490 1.304288 -1.067293 -1.141 -2.641 1.146 -0.11
H 1.209012 1.405965 2.523073 -0.852 -0.648 -0.217 0.11
H -1.548670 0.467802 2.077779 0.999 0.123 -0.945 0.12
H -1.139490 -2.663361 -1.560791 -0.012 -0.077 0.182 0.07
H -0.431959 -1.060323 -2.262837 -0.408 -0.408 0.057 0.08
H 1.642452 1.152863 -0.224309 0.150 0.294 0.092 0.10
H 1.783777 -0.509073 0.237683 0.767 -0.408 1.138 0.11
H -0.759324 0.873591 -1.838582 -0.017 0.421 0.427 0.03
```
Forces are in eV/Å.

For the highest occupied orbital energy, the calculation gives -9.51 eV. As for the total charge: 0. The value obtained for the total energy is -8831.9842 eV. The value obtained for the HOMO-LUMO gap is 9.980 eV. The energy relative to the best compared isomer or geometry (same formula, charge and spin) is 407.0 kJ/mol.

=====

Computed, not measured: a single C2H4OS2 molecule at a distorted geometry, with ωB97M-V with the def2-TZVPD basis set.

Geometry as XYZ:
```
9
Properties=species:S:1:pos:R:3:forces:R:3:lowdin_charge:R:1
C 1.275964 -1.010555 -0.182795 -1.580 4.178 -1.273 -0.80
C -1.180818 0.522516 -0.121621 0.754 -2.411 0.592 -0.58
O -2.395676 0.963573 -0.134602 -1.645 1.168 0.129 0.00
S 1.726355 0.618579 -0.032047 1.083 0.133 0.144 0.46
S -0.851928 -1.136120 0.045365 -1.185 1.656 -0.359 0.88
H 1.235927 -1.345582 -1.161184 0.231 -1.106 -1.736 -0.02
H 1.458996 -1.664757 0.543996 0.986 -2.648 2.824 -0.05
H -0.202909 1.066954 -0.158174 -0.379 0.740 -0.102 -0.08
H -2.689558 1.933834 -0.086956 1.735 -1.711 -0.219 0.18
```
Forces are in eV/Å.

For the highest occupied orbital energy, the calculation gives -7.80 eV. As for the total charge: 0. The value obtained for the total energy is -25853.9168 eV. The value obtained for the HOMO-LUMO gap is 7.434 eV. The energy relative to the best compared isomer or geometry (same formula, charge and spin) is 248.8 kJ/mol.

=====

Computed, not measured: H22O11 as an isolated structure at a distorted geometry, with ωB97M-V with the def2-TZVPD basis set.

Geometry as XYZ:
```
33
Properties=species:S:1:pos:R:3:forces:R:3:lowdin_charge:R:1
O -0.652455 -3.474242 0.312515 -2.904 0.206 2.728 -0.04
H -0.830455 -2.780242 1.021515 0.817 -2.440 -1.771 0.00
H 0.104545 -3.110242 -0.039485 2.795 0.848 -1.949 -0.02
O 0.819545 -0.250242 2.708515 1.227 0.096 0.525 -0.06
H 1.414545 -0.980242 2.862515 1.940 0.258 -0.180 0.06
H 0.097545 -0.864242 2.892515 -1.220 1.501 -0.318 -0.03
O -0.851455 -1.801242 2.321515 0.654 0.014 0.232 0.04
H -1.055455 -2.324242 3.059515 -0.883 -1.514 1.536 0.09
H -1.578455 -1.780242 1.751515 -2.391 0.686 -0.882 0.07
O -1.860455 -0.963242 -1.136485 5.334 2.251 -3.444 -0.04
H -2.482455 -1.118242 -0.566485 -5.966 -1.549 4.789 -0.03
H -1.199455 -0.349242 -0.645485 -1.012 -1.110 -0.876 0.02
O -1.674455 1.045758 -2.917485 -0.679 1.555 -2.214 -0.08
H -0.686455 1.193758 -2.950485 -2.634 -0.348 -0.088 -0.14
H -1.728455 0.485758 -2.205485 -1.225 -2.255 2.278 -0.09
O -0.027455 0.194758 -0.029485 1.362 1.591 -0.309 -0.01
H 0.758545 0.590758 -0.448485 -0.523 -0.300 -0.487 0.07
H 0.417545 -0.153242 0.729515 0.212 -0.751 1.618 0.02
O 0.839545 2.538758 2.954515 4.371 4.918 -0.095 -0.12
H 1.063545 1.663758 2.743515 0.419 -2.405 -0.319 -0.07
H 1.831545 3.072758 2.791515 -4.527 -2.389 0.808 0.18
O 0.454545 1.668758 -3.141485 3.954 -0.708 -2.102 0.09
H 0.563545 1.944758 -4.054485 -0.120 -0.349 -0.459 0.11
H 0.695545 2.423758 -2.688485 0.571 2.584 1.960 0.06
O 2.794545 0.308758 -0.146485 0.559 -0.654 -0.629 -0.02
H 2.846545 1.115758 -0.629485 -0.330 1.972 0.047 0.03
H 3.321545 -0.148242 -0.819485 -0.103 -1.160 0.511 0.07
O -0.061455 -2.242242 -2.327485 1.267 -1.449 -5.088 -0.11
H -0.615455 -1.866242 -1.689485 -2.053 0.792 1.031 -0.10
H -0.561455 -2.217242 -3.251485 1.452 0.116 3.416 0.12
O -1.031455 2.833758 0.970515 0.443 0.154 0.242 -0.10
H -0.636455 3.314758 1.736515 -0.230 -1.016 -0.878 0.02
H -0.489455 2.026758 0.831515 -0.573 0.855 0.366 -0.01
```
Forces are in eV/Å.

For the highest occupied orbital energy, the calculation gives -9.16 eV. As for the total charge: 0. The value obtained for the total energy is -22875.6152 eV. The value obtained for the HOMO-LUMO gap is 8.856 eV. The energy relative to the best compared isomer or geometry (same formula, charge and spin) is 569.1 kJ/mol.

=====

Computed, not measured: a single C5H7Cl molecule at a distorted geometry, with ωB97M-V with the def2-TZVPD basis set.

Geometry as XYZ:
```
13
Properties=species:S:1:pos:R:3:forces:R:3:lowdin_charge:R:1
C 1.426578 0.719564 -0.422302 -5.437 -0.087 1.217 -0.48
C -2.311595 0.957451 0.051722 -0.507 -1.775 -3.374 0.03
C 0.066161 -0.099232 -0.116240 3.714 1.651 0.007 -0.31
C -1.132570 0.419673 -0.087943 -1.379 1.268 0.344 -0.04
C 0.312828 -1.470420 0.346167 -1.591 -1.035 -0.114 -0.07
Cl 3.250713 0.168444 -0.839418 3.449 -0.962 -0.416 0.33
H 1.312624 1.566676 -1.102906 -0.239 0.040 0.706 0.03
H 1.792075 0.930207 0.700500 -0.443 -0.388 -1.864 0.13
H -2.651904 1.479751 0.873901 -0.513 0.742 1.883 0.03
H -3.084796 0.759547 -0.767552 1.187 0.721 0.931 0.10
H 1.354402 -1.650884 0.391209 1.018 -0.517 -0.232 0.04
H -0.231779 -2.168115 -0.371306 0.902 0.569 0.927 0.12
H -0.102737 -1.612661 1.344173 -0.160 -0.227 -0.017 0.09
```
Forces are in eV/Å.

For the highest occupied orbital energy (spin up / spin down), the calculation gives -5.15 / -9.19 eV. As for the total charge: 0. The value obtained for the total energy is -17813.0886 eV. The value obtained for the HOMO-LUMO gap (spin up / spin down) is 5.902 / 5.251 eV. Its spin multiplicity is 3. As for the expectation value of S²: 2.02. The energy relative to the best compared isomer or geometry (same formula, charge and spin) is 293.7 kJ/mol.

=====

Computed, not measured: a 4-piece molecular cluster, C3H9NS overall at a distorted geometry, with ωB97M-V with the def2-TZVPD basis set.

Geometry as XYZ:
```
14
Properties=species:S:1:pos:R:3:forces:R:3:lowdin_charge:R:1
C -0.130210 -1.496632 -0.474327 -1.149 -3.317 -3.392 -0.27
C 0.206028 -0.567385 0.687119 -1.831 0.876 0.564 -0.71
C 0.706643 0.844275 0.311276 5.825 0.231 -1.010 -0.48
H 0.428922 -0.820650 -1.852652 -2.006 -2.009 3.891 0.20
H 0.515059 -3.067068 -0.557406 -1.374 4.347 0.493 0.16
H -1.597930 -1.944285 -0.394057 4.663 1.481 -0.756 0.14
H 0.881992 -1.144134 1.418172 -1.342 1.418 -0.675 0.12
H -1.920271 -0.017030 -0.161046 0.420 0.632 3.335 -0.01
H 1.413630 1.267733 1.249628 -2.418 -0.794 -1.948 0.14
H 1.606383 0.488153 -0.371909 -1.336 1.163 0.711 0.10
H 0.570899 2.446712 -0.927306 0.545 2.022 -0.361 0.01
H -1.073368 1.990397 0.222861 4.111 0.743 -2.965 0.09
N -0.072835 1.866963 -0.488042 -3.893 -4.689 4.906 -0.09
S -1.534944 0.152951 1.337691 -0.214 -2.104 -2.794 0.60
```
Forces are in eV/Å.

For the highest occupied orbital energy, the calculation gives -8.96 eV. As for the total charge: 0. The value obtained for the total energy is -15572.5327 eV. The value obtained for the HOMO-LUMO gap is 9.167 eV. The energy relative to the best compared isomer or geometry (same formula, charge and spin) is 945.4 kJ/mol.

=====

The highest energy relative to the best compared isomer or geometry (same formula, charge and spin) belongs to which entry?
C3H9NS